Record 1
The following is a DFT calculation (the ωB97M-V functional and the def2-TZVPD basis) of an isolated molecule of C4H3PS in a non-equilibrium geometry.

```
9
Properties=species:S:1:pos:R:3:forces:R:3:lowdin_charge:R:1
C -0.951328 -2.741635 -0.001654 0.764 3.185 -2.959 -0.6594
C -1.279638 -3.837890 0.410512 -0.850 -2.925 1.140 -0.1380
C -0.604029 -0.642742 1.175590 1.266 1.739 2.861 -0.5000
C 0.880009 -0.470284 1.254511 0.602 -0.097 -1.022 -0.5062
P -0.697384 -1.129500 -0.571439 -0.913 -1.909 -0.168 0.7828
S 1.603307 -0.952319 -0.176776 -0.814 0.396 1.283 0.7625
H -0.794289 -1.589271 1.685054 0.161 -0.346 0.158 0.0662
H -1.246667 0.029548 1.815170 0.677 -0.003 -1.238 0.1193
H 1.572032 -0.130518 2.045163 -0.892 -0.041 -0.054 0.0729
```
Forces are in eV/Å.

Values from the calculation:
M = 114.109 g/mol
highest occupied orbital energy = -8.71 eV
E_tot = -24314.2364 eV
relative energy (zero: lowest compared OMol25 entry of this formula, charge and spin) = 58.0 kcal per mole
total charge = 0
gap between HOMO and LUMO = 6.8 eV

---

Record 2
The following is a DFT calculation (the ωB97M-V functional and the def2-TZVPD basis) of an isolated molecule of C4H4 in a non-equilibrium geometry.

```
8
Properties=species:S:1:pos:R:3:forces:R:3:lowdin_charge:R:1
C 1.304288 -0.673853 -1.875329 -3.656 0.892 3.948 0.0009
C -0.776272 -0.167392 0.427312 3.597 -0.948 -4.104 -0.0765
C -0.505794 0.722047 1.339085 -0.012 0.336 0.366 -0.0482
C 0.480105 -0.470449 -0.955504 -0.167 0.040 0.254 -0.0429
H 0.406439 1.291877 1.371260 0.144 -0.003 -0.126 0.0631
H -1.234242 0.924494 2.112580 -0.086 -0.078 0.059 0.0613
H 1.950852 -0.831592 -2.687750 0.419 -0.099 -0.401 -0.0127
H -1.625376 -0.795132 0.268346 -0.237 -0.140 0.004 0.0550
```
Forces are in eV/Å.

Values from the calculation:
M = 52.076 g/mol
highest occupied orbital energy = -9.80 eV
SMILES = C#CC=C
E_tot = -4208.2141 eV
relative energy (zero: lowest compared OMol25 entry of this formula, charge and spin) = 44.8 kcal per mole
total charge = 0
gap between HOMO and LUMO = 10.9 eV

---

Record 3
The following is a DFT calculation (the ωB97M-V functional and the def2-TZVPD basis) of an isolated molecule of C4H4 in a non-equilibrium geometry.

```
8
Properties=species:S:1:pos:R:3:forces:R:3:lowdin_charge:R:1
C -1.325540 -0.360613 -0.096222 -3.823 -2.818 2.597 -0.0506
C -0.542729 0.686642 0.006506 3.001 -1.490 -0.092 -0.1908
C 0.916194 0.257353 0.169522 -5.458 2.504 -0.913 -0.1578
C 1.978511 -0.147842 -0.129097 5.694 -0.981 0.763 0.0634
H -2.588504 -0.516512 0.146965 3.896 1.066 -1.564 0.1462
H -0.757605 -1.298220 0.110769 -1.037 0.458 -0.391 0.0600
H -0.762374 1.681363 -0.238825 -0.340 1.337 0.307 0.0689
H 3.082049 -0.302172 0.030381 -1.933 -0.076 -0.708 0.0607
```
Forces are in eV/Å.

Values from the calculation:
M = 52.076 g/mol
highest occupied orbital energy = -9.66 eV
SMILES = C#CC=C
E_tot = -4208.5346 eV
relative energy (zero: lowest compared OMol25 entry of this formula, charge and spin) = 37.5 kcal per mole
total charge = 0
gap between HOMO and LUMO = 10.5 eV

---

Record 4
The following is a DFT calculation (the ωB97M-V functional and the def2-TZVPD basis) of a structure of composition C4H4 in a non-equilibrium geometry.

```
8
Properties=species:S:1:pos:R:3:forces:R:3:lowdin_charge:R:1
C 0.608572 0.014344 0.682882 -0.744 0.431 -1.099 -0.2421
C 0.236202 0.838560 -0.529914 -0.825 -3.349 0.836 0.0145
C -0.754297 -0.539509 0.474927 0.917 3.602 -0.223 0.0133
C 0.297496 -0.633726 -0.651475 -1.237 0.833 1.215 -0.2032
H 1.434086 0.229583 1.323435 0.141 -0.606 0.439 0.1116
H -0.642605 1.425177 -0.748152 -0.117 0.655 -0.117 0.0742
H -1.655771 0.212270 0.627237 1.269 -1.798 -0.598 0.1196
H 0.476316 -1.546700 -1.178941 0.596 0.231 -0.453 0.1121
```
Forces are in eV/Å.

Values from the calculation:
M = 52.076 g/mol
highest occupied orbital energy = -8.79 eV
E_tot = -4206.3988 eV
relative energy (zero: lowest compared OMol25 entry of this formula, charge and spin) = 86.7 kcal per mole
total charge = 0
gap between HOMO and LUMO = 9.2 eV

---

Record 5
The following is a DFT calculation (the ωB97M-V functional and the def2-TZVPD basis) of a cluster of 2 separate species, C4H4 in total in a non-equilibrium geometry.

```
8
Properties=species:S:1:pos:R:3:forces:R:3:lowdin_charge:R:1
C -0.305537 1.132801 0.937182 0.371 1.418 -0.142 -0.4518
C -0.509323 2.060044 1.790475 0.072 0.274 -0.043 0.2026
C 0.768066 0.386636 0.070723 1.467 -0.134 2.472 -0.0784
C -0.533740 -0.153620 0.446350 -3.675 -1.990 -3.755 -0.1820
H 1.162045 0.662673 -0.892932 -0.874 0.377 -0.381 0.0980
H 1.634794 0.230439 0.783624 -1.050 -0.414 -0.909 0.1269
H -0.981531 -1.002052 0.949256 0.871 0.071 0.263 0.0743
H -1.812115 -0.230797 -0.874142 2.819 0.398 2.495 0.2104
```
Forces are in eV/Å.

Values from the calculation:
M = 52.076 g/mol
highest occupied orbital energy = -9.50 eV
E_tot = -4204.3252 eV
relative energy (zero: lowest compared OMol25 entry of this formula, charge and spin) = 134.5 kcal per mole
total charge = 0
gap between HOMO and LUMO = 8.9 eV

---

Record 6
The following is a DFT calculation (the ωB97M-V functional and the def2-TZVPD basis) of a cluster of 2 separate species, C4H4 in total in a non-equilibrium geometry.

```
8
Properties=species:S:1:pos:R:3:forces:R:3:lowdin_charge:R:1
C -2.298908 0.570947 -0.047384 2.371 -0.557 0.206 0.1503
C -1.088200 0.334011 0.154287 -3.551 0.824 -0.674 -0.2798
C 1.915291 -0.421040 -0.618574 -4.508 -1.001 0.386 0.1296
C 0.103932 0.157896 0.647190 5.900 -0.527 0.593 -0.0105
H -3.270060 0.936313 -0.198765 -0.609 0.085 -0.242 0.0183
H 2.743304 -0.986696 -0.257910 0.947 0.488 1.270 -0.0561
H 1.411065 -1.128107 -1.329085 0.075 1.371 0.107 -0.0247
H 0.483576 0.536676 1.650241 -0.625 -0.683 -1.645 0.0728
```
Forces are in eV/Å.

Values from the calculation:
M = 52.076 g/mol
highest occupied orbital energy (spin up / spin down) = -8.44 / -8.90 eV
E_tot = -4203.8572 eV
relative energy (zero: lowest compared OMol25 entry of this formula, charge and spin) = 145.3 kcal per mole
total charge = 0
gap between HOMO and LUMO (spin up / spin down) = 7.6 / 8.3 eV